Record 1
Below is C25H44CdCl14F2O22S as an isolated structure, with properties calculated with wB97M-V/def2-TZVPD.

```
109
Properties=species:S:1:pos:R:3:forces:R:3
Cd -0.24644 0.49728 -1.34502 -1.4 3.6 -4.8
S -0.58480 -1.00202 0.68537 -0.7 -3.5 2.4
O -0.97854 -1.19206 -0.70811 -3.6 -4.8 -1.2
O 0.38207 -2.06399 1.01717 0.0 1.0 0.3
O -0.01298 0.33274 0.55250 2.2 1.7 6.7
O -1.75844 -1.03537 1.58135 0.7 0.2 -0.1
C -3.57407 -0.31796 -2.86407 0.9 -1.1 1.3
O -2.97661 0.12117 -4.04685 1.5 0.9 -2.5
C -1.65851 0.31978 -4.25987 -1.8 0.1 3.2
O -0.82689 0.49190 -3.40055 0.0 -0.1 -0.5
O -1.39096 0.39241 -5.48306 -1.8 0.2 -4.0
C -0.09717 0.55625 -5.96041 2.4 -0.5 0.4
H -4.59451 -0.54020 -3.17615 0.1 0.2 0.6
H -3.39405 0.31960 -1.99850 -0.6 0.6 -0.3
H -3.05760 -1.21643 -2.52628 -0.3 -0.3 -0.2
H 0.02037 0.77123 -7.02252 -1.1 0.1 0.1
H 0.40078 -0.40218 -5.81352 0.3 0.0 0.1
H 0.45934 1.31565 -5.41112 -0.2 0.0 0.2
C 2.37309 3.87079 1.28530 1.7 1.2 -0.9
O 1.88669 2.86281 0.43066 -2.4 -1.2 -2.4
C 1.24877 3.09692 -0.74048 -0.1 2.6 0.6
O 0.73569 2.27106 -1.46446 2.1 2.3 0.2
O 1.15463 4.43764 -1.04945 0.6 -1.5 2.2
C 0.53109 4.86668 -2.24179 1.0 -0.3 -1.2
H 2.79682 3.33720 2.13608 -0.4 0.3 0.1
H 1.74433 4.73987 1.47884 -0.7 -0.6 0.3
H 3.17707 4.32261 0.70429 0.5 0.1 0.4
H -0.55368 4.76666 -2.27874 0.1 0.0 0.4
H 1.01019 4.29725 -3.03823 -0.4 -0.2 -0.3
H 0.87249 5.88882 -2.40549 -0.4 0.0 0.4
C -3.38858 3.31888 -2.60678 -0.6 -0.3 -0.6
O -3.37288 3.53915 -1.20759 -0.3 0.7 0.8
C -2.81537 2.66401 -0.40367 2.9 -1.4 -1.6
O -1.94638 1.87070 -0.84328 -3.0 1.7 1.7
O -3.19566 2.85963 0.82694 -1.2 1.0 -0.9
C -2.79485 2.07823 1.91117 1.2 -1.0 1.3
H -2.47869 3.03790 -3.13710 0.5 0.1 0.8
H -3.73790 4.26377 -3.02303 -0.2 -0.3 0.0
H -4.08664 2.49569 -2.75900 -0.2 0.2 -0.4
H -1.77255 2.33173 2.19177 0.3 -0.3 -0.3
H -2.87050 1.00713 1.72375 0.1 0.1 -0.2
H -3.36445 2.33602 2.80403 -0.5 0.2 -0.4
C 0.61901 -3.34211 -2.15068 -1.6 -2.0 -0.4
O 1.82166 -2.77270 -2.53651 2.8 4.0 -0.9
C 2.05181 -1.39867 -2.58106 -1.3 -0.2 1.5
O 1.29875 -0.53240 -2.11798 4.0 -3.6 -2.5
O 3.20978 -1.00062 -3.11929 -0.9 -0.9 0.4
C 4.22860 -1.97748 -3.39458 -0.1 -0.2 -0.4
H -0.29394 -2.77732 -2.33945 0.4 0.4 0.4
H 0.66422 -3.81032 -1.16740 0.0 0.9 0.4
H 0.56560 -4.21170 -2.80570 -0.2 -0.1 -0.2
H 3.81581 -2.75924 -4.03219 0.2 0.0 0.0
H 4.61239 -2.41368 -2.47233 0.0 0.1 0.0
H 4.99834 -1.42106 -3.92937 0.0 -0.2 0.1
C -0.95957 5.29067 2.80449 -1.9 -2.3 0.6
C -2.33599 5.56598 2.24597 0.7 -0.2 0.3
O -2.05595 6.04461 0.92807 0.2 -0.4 1.0
C -0.76976 6.53907 0.97238 0.4 0.3 -2.0
O -0.25767 7.09616 0.02014 -0.8 -1.0 2.5
O -0.20629 6.21050 2.16306 2.1 2.5 -1.7
F -2.83720 6.60037 2.95815 -0.9 0.7 0.2
H -0.65047 4.29020 2.50181 0.1 -0.2 0.1
H -0.96888 5.31673 3.89414 0.4 0.4 -0.2
H -3.00151 4.70777 2.33907 -0.2 0.4 -0.8
C 1.09505 -0.05203 3.87984 -0.6 0.8 -0.7
C -0.31233 -0.33002 4.45008 1.8 -0.6 -2.2
O -0.86287 0.92657 4.63666 -0.8 1.0 -0.3
C 0.12248 1.86709 4.62280 -1.6 4.5 2.0
O -0.05921 3.10246 4.91245 0.6 -5.4 -1.6
O 1.25514 1.30254 4.36621 2.1 0.2 -0.3
F -0.11513 -0.88732 5.63170 -0.3 -1.0 2.1
H 1.17958 0.02117 2.79559 -0.5 -0.1 -0.1
H 1.89483 -0.72670 4.18522 -0.3 0.4 0.7
H -0.87913 -0.97667 3.78024 -0.5 0.3 0.2
C 3.72101 -1.82154 1.77245 0.1 0.9 0.0
Cl 4.66220 -2.68551 0.53063 0.1 0.4 0.3
Cl 4.48129 -0.29215 2.40422 0.1 -0.7 -0.3
H 2.81815 -1.44364 1.29274 -0.1 -0.6 0.3
H 3.59847 -2.48488 2.62865 -0.2 0.1 -0.4
C 5.14978 1.92215 -2.49338 -0.9 0.4 0.1
Cl 4.17010 1.35576 -1.11819 0.4 0.1 -0.1
Cl 5.06067 3.74413 -2.58736 0.4 -1.1 0.0
H 6.16087 1.53083 -2.38088 -0.1 0.5 0.0
H 4.65469 1.55654 -3.39300 0.3 0.0 0.1
C 4.72739 -6.34122 1.96489 -0.6 0.4 -0.9
Cl 4.51099 -7.72926 0.85330 0.6 0.1 0.6
Cl 3.13215 -5.52169 2.04447 0.4 0.0 0.5
H 5.07979 -6.58345 2.96751 -0.3 -0.4 -0.3
H 5.41658 -5.64567 1.48600 -0.1 -0.1 0.1
C -4.21314 -1.77298 2.88494 0.0 1.3 -1.0
Cl -5.12351 -1.71407 4.37005 -0.2 -0.5 0.2
Cl -5.28002 -1.22545 1.45009 0.8 -0.4 1.0
H -3.43775 -1.01460 2.99329 -0.2 -0.3 -0.4
H -3.75853 -2.72404 2.60760 -0.5 0.0 0.3
C 0.20272 -6.72841 -0.31885 0.3 -0.2 -0.2
Cl 1.00855 -8.27229 0.09288 -0.2 0.5 0.2
Cl -0.79778 -6.98438 -1.74894 -0.2 0.2 -0.2
H -0.42813 -6.36880 0.49405 0.2 -0.3 0.0
H 0.96651 -5.99491 -0.57713 0.0 -0.2 0.2
C -3.68057 -3.53439 -0.61442 0.2 1.0 -0.4
Cl -3.64113 -3.75049 -2.39155 -0.1 -0.2 0.2
Cl -3.05697 -4.94637 0.20970 -0.2 0.0 0.3
H -3.03976 -2.67687 -0.40918 0.2 -0.2 0.1
H -4.68983 -3.25392 -0.31305 0.1 -0.6 0.0
C -0.56096 -3.88842 3.05695 -1.0 -0.7 -0.8
Cl -1.06214 -5.48032 3.66343 -0.1 -0.4 0.3
Cl 0.92722 -3.37033 3.74674 0.8 0.2 0.6
H -0.42792 -4.05051 1.98732 -0.1 0.6 0.2
H -1.38207 -3.21008 3.28876 0.4 0.1 -0.2
```
Positions in Å, forces in eV/Å.

## Properties
HOMO energy = -8.99 eV
2S+1 = 1

***

Record 2
Below is C25H44CeOP2 as an isolated structure, with properties calculated with wB97M-V/def2-TZVPD.

```
73
Properties=species:S:1:pos:R:3:forces:R:3
Ce 1.14455 -0.68524 1.90747 2.5 3.3 -2.1
C -1.04109 -0.94238 3.10482 0.3 -1.0 1.1
C -0.74710 -2.17247 2.43299 0.1 -0.4 1.2
C 0.87765 -1.82668 4.06524 -1.2 -0.1 0.1
C -0.05289 -0.75451 4.12469 -0.2 -0.8 0.2
C 0.45818 -2.71470 3.01930 -1.4 0.3 0.7
C -2.20808 -0.04041 2.91181 -0.4 0.4 -0.1
H -1.91857 0.93823 2.49296 -0.1 -0.2 0.0
H -2.70054 0.16974 3.87774 0.2 -0.2 -0.4
H -2.93692 -0.49157 2.22638 0.1 0.2 0.3
C 0.01481 0.36356 5.10835 -0.1 0.7 0.1
H -0.99395 0.74331 5.31521 0.3 0.0 0.1
H 0.62960 1.18690 4.69340 -0.7 -0.5 0.5
H 0.48224 0.05526 6.05582 -0.2 0.0 -0.3
C 2.12178 -1.90546 4.88614 0.1 -0.4 0.0
H 1.94106 -1.54529 5.90684 0.1 0.0 -0.3
H 2.95597 -1.31474 4.46537 -0.1 -0.2 0.1
H 2.42078 -2.95573 4.94777 0.3 0.2 0.1
C 1.31389 -3.78321 2.44712 -0.1 -0.4 0.3
H 1.92831 -4.21139 3.25252 -0.1 0.0 -0.5
H 2.01475 -3.41956 1.66425 0.0 0.0 0.0
H 0.70514 -4.56989 1.98544 0.3 0.1 0.0
C -1.50880 -2.76393 1.28616 0.0 -0.1 -0.2
H -1.44469 -3.85911 1.35188 -0.2 0.3 -0.2
H -1.14095 -2.46706 0.28122 -0.1 -0.1 0.3
H -2.55977 -2.45153 1.32422 0.2 -0.2 0.0
C -1.90855 2.72458 -0.27642 0.3 -0.4 0.4
C -2.85987 1.84043 0.06107 0.2 0.6 0.8
C -2.90316 0.41754 -0.41878 -0.5 -0.2 -0.8
C -2.74880 0.18781 -1.96725 -0.7 0.5 0.1
C -1.43411 -0.28667 -2.44743 1.7 -2.2 -0.2
C -0.16918 -0.19017 -1.74752 -1.5 -1.3 1.4
C 0.00315 1.05842 -0.83163 0.4 0.1 -0.1
C -0.79835 2.33520 -1.23867 -0.9 0.8 1.0
H -3.88763 0.01827 -0.13869 0.2 0.0 0.0
H -3.10243 1.08094 -2.54319 0.0 0.0 0.5
H -2.15268 -0.20715 0.09686 -0.3 0.1 -0.2
H -1.28593 2.20188 -2.23632 0.7 0.0 1.1
H -1.86186 3.74716 0.12859 -0.4 -0.5 -0.1
H -3.62193 2.08656 0.82258 0.4 0.2 -0.6
H -0.12252 3.20202 -1.35595 -0.1 -0.5 0.0
H -0.30634 0.78151 0.20863 0.0 0.2 -0.6
H 0.00998 -1.12839 -1.16944 0.6 0.1 0.7
H 1.07333 1.34827 -0.76497 -0.4 -0.2 0.1
H -3.48168 -0.60641 -2.23946 0.5 0.5 0.2
H -1.54461 -1.15586 -3.12171 0.3 0.1 0.8
P -0.49969 1.51750 -3.95637 -1.1 0.8 -0.1
C -0.50857 3.18760 -4.69049 0.3 0.3 -1.2
C -1.46342 0.41742 -5.05473 0.3 0.2 -1.3
P 1.44326 -0.42240 -2.92982 -0.2 1.7 -2.8
C 1.27662 1.06636 -4.02416 0.0 -0.3 -0.5
C 1.41711 -1.74788 -4.20249 0.0 -0.7 0.1
C 3.17554 -0.36276 -2.41130 0.5 -0.3 0.4
H 0.46634 3.67744 -4.53575 -0.3 0.0 -0.1
H -1.28538 3.79388 -4.19965 0.3 -0.3 -0.1
H -0.73130 3.14725 -5.76774 0.2 0.4 0.1
H -1.42907 0.79006 -6.08590 -0.1 -0.2 0.0
H -2.50634 0.43924 -4.71040 0.3 0.0 0.0
H -1.12524 -0.63022 -5.02852 -0.1 0.6 -0.2
H 3.83833 -0.04706 -3.24290 -0.4 -0.2 0.4
H 3.46360 -1.37219 -2.08514 0.1 0.3 0.0
H 3.29196 0.33192 -1.56558 0.1 -0.1 -0.3
H 1.90219 1.90905 -3.66748 -0.5 -0.4 0.0
H 1.54417 0.87142 -5.08239 0.4 -0.3 0.5
H 1.99764 -2.60378 -3.82236 -0.2 0.2 -0.2
H 1.89539 -1.40245 -5.14548 -0.3 0.0 0.7
H 0.40394 -2.11198 -4.44822 0.4 0.3 0.3
C 2.95493 2.06311 4.19286 -0.1 0.3 -0.5
C 2.14001 1.31224 3.15448 0.4 -1.7 -1.1
O 2.23761 1.46707 1.90526 0.6 1.0 0.6
H 3.74730 2.71083 3.78599 -0.3 -0.1 0.0
H 3.41891 1.28887 4.83338 -0.3 0.4 -0.2
H 2.28202 2.67142 4.82947 0.3 -0.4 -0.2
```
Positions in Å, forces in eV/Å.

## Properties
HOMO energy (alpha / beta) = -7.17 / -7.17 eV
<S²> = 0.752
net charge = +1
2S+1 = 2
energy above the lowest of the compared OMol25 structures with the same formula, charge and spin = 5.3528 eV

***

Record 3
Below is C25H44Cl3LaN4O3Si as an isolated structure, with properties calculated with wB97M-V/def2-TZVPD.

```
81
Properties=species:S:1:pos:R:3:forces:R:3
C 1.90086 -1.92778 -5.04866 -0.5 0.0 -0.4
C 1.38441 -0.74035 -4.29082 -0.3 0.7 0.7
H 2.09660 -1.58790 -6.07828 0.1 -0.4 0.3
H 1.15795 -2.73692 -5.09367 0.2 0.1 0.0
H 2.82411 -2.33020 -4.60690 -0.3 0.2 -0.1
C 0.72211 0.27262 -4.87969 0.7 -0.3 0.4
C 0.22068 0.27762 -6.27796 -0.2 0.5 -0.5
H 0.60427 1.23528 -4.37206 -0.1 -0.7 0.0
H -0.51606 -0.50390 -6.48628 0.2 0.0 0.1
H 1.03080 0.19368 -7.00961 -0.1 0.0 -0.1
H -0.27705 1.24570 -6.42632 0.1 -0.3 -0.3
La -1.16088 -0.52963 2.15565 -0.8 0.0 2.3
Cl 1.45813 -0.99827 2.52358 0.6 0.0 0.1
Cl -2.47708 -2.77378 2.46906 -0.5 -0.7 0.1
C 0.37769 2.56536 2.07359 -1.3 -0.2 -0.1
O -0.70433 1.92252 2.07515 1.4 1.1 0.3
N 0.40636 3.89010 1.87066 -0.1 -0.6 0.4
C -0.85804 4.60067 1.70870 0.1 0.0 0.0
C 1.59770 4.67957 2.13362 0.1 -0.1 0.0
H 1.33873 2.05308 2.23503 -0.1 0.2 -0.1
H -1.54090 3.97898 1.11878 0.2 0.2 0.2
H -0.63645 5.54103 1.18919 -0.2 -0.2 0.1
H -1.30518 4.81258 2.69540 0.1 0.0 -0.4
H 2.48287 4.03176 2.10123 -0.2 0.2 0.0
H 1.54425 5.15887 3.12595 0.0 -0.1 -0.3
H 1.68513 5.45904 1.36815 0.1 -0.2 0.1
H -2.42785 -1.20801 -2.38946 -0.3 0.3 0.4
H -2.57674 1.51806 -3.27693 -0.2 -0.2 0.0
C -3.36467 -0.94382 -1.85984 -0.2 0.2 -0.2
C -3.55060 1.33802 -2.79697 0.2 0.3 0.0
N -3.45754 0.50026 -1.62525 0.1 0.2 0.9
H -3.42964 -1.49361 -0.91746 0.0 0.2 -0.2
C -3.40712 1.10212 -0.40869 0.0 -0.8 0.8
O -3.53205 0.55452 0.70228 0.2 0.6 -1.2
H -3.97028 2.30218 -2.48574 0.0 -0.2 -0.4
H -3.18349 2.19878 -0.47898 -0.5 -0.6 0.0
H -4.18811 -1.19718 -2.53550 -0.1 -0.2 0.2
H -4.21144 0.84071 -3.51252 0.0 0.3 0.0
O 1.32129 -1.82165 -2.04317 0.2 1.5 -1.6
C 1.77937 -0.68697 -2.80880 0.7 -0.4 0.2
C 0.13618 1.17897 -2.21133 0.5 0.3 -0.5
C 1.42836 0.63688 -2.16435 -0.1 -0.2 -0.1
H -0.68736 0.54607 -2.55274 0.5 0.5 -0.1
C -0.06285 2.52109 -1.89603 -0.5 -0.5 0.0
H 2.88108 -0.72785 -2.78799 -0.1 0.0 -0.1
C 2.47127 1.39062 -1.64679 -0.3 0.3 -0.1
H -1.05945 2.94770 -2.03187 0.3 0.0 0.2
C 0.98376 3.28913 -1.41091 0.4 0.0 -0.2
C 2.24904 2.72027 -1.27959 0.2 0.0 0.4
H 3.45733 0.92492 -1.58321 -0.2 0.3 0.0
H 0.81738 4.34033 -1.19004 0.1 -0.1 0.1
H 3.07851 3.31070 -0.89329 -0.2 0.0 -0.1
Si 1.63469 -3.40469 -1.78670 -1.9 -0.4 2.3
Cl -0.89821 -0.17306 -0.24786 0.9 -0.7 -2.0
C -0.12277 -3.95118 -1.43947 -0.5 0.1 0.0
C 2.36892 -3.53099 -0.06195 0.5 0.2 0.5
C 2.38328 -4.64687 -2.89705 0.4 -0.2 -0.7
H -0.51934 -3.30391 -0.61790 0.2 -0.5 -0.6
H -0.16269 -4.99766 -1.11644 -0.1 0.1 0.0
H -0.78412 -3.83654 -2.31441 0.1 0.0 0.2
H 1.80102 -4.80597 -3.81800 0.3 0.0 0.3
H 2.37648 -5.57985 -2.28989 0.1 0.6 -0.4
H 3.41244 -4.35313 -3.12962 0.0 -0.4 -0.2
H 1.50327 -3.54794 0.63590 0.6 0.2 -0.4
H 2.98229 -2.64242 0.19436 -0.3 -0.5 0.0
H 2.95836 -4.43717 0.16831 -0.1 0.3 -0.3
C 1.33392 -1.46579 7.74171 0.5 -0.3 0.7
C 0.28048 -1.02562 6.81634 -1.4 0.5 -0.8
C -1.01553 -0.54963 7.07093 0.6 -0.3 -0.5
C -1.60755 -0.31526 5.81036 1.6 -0.6 0.2
N -0.71855 -0.59741 4.83736 0.0 -0.1 1.0
N 0.40925 -1.04312 5.47556 -0.8 0.4 0.1
C -2.99286 0.11687 5.51266 -0.3 0.3 -0.3
H 1.30142 -0.84450 8.64418 0.1 -0.1 -0.2
H 1.17851 -2.50534 8.06531 0.0 0.2 -0.2
H 2.33709 -1.38923 7.30418 -0.3 0.0 0.1
H -1.45368 -0.40634 8.04016 -0.1 0.0 0.1
H 1.20741 -1.32712 4.90895 -0.3 0.2 -0.1
H -3.49690 -0.61790 4.86646 0.1 0.2 0.2
H -3.55615 0.22167 6.45045 0.1 0.0 -0.4
H -2.99150 1.08811 4.98784 -0.1 -0.3 0.2
```
Positions in Å, forces in eV/Å.

## Properties
HOMO energy = -8.25 eV
2S+1 = 1
energy above the lowest of the compared OMol25 structures with the same formula, charge and spin = 0.6974 eV

***

Results for calculated total energy: -267829.997; -60179.668; -85053.561 (in eV, following the order of the records).